Entry 1:
C23H34BCaCl5FN2O7PS | ωB97M-V with the def2-TZVPD basis set

The geometry in XYZ format:
```
76
Properties=species:S:1:pos:R:3:forces:R:3
C 2.741 -1.295 1.963 -0.37 0.69 -0.32
C 1.254 -1.297 1.226 0.52 0.28 -0.19
B 1.127 -2.629 0.282 1.70 -0.07 1.01
O 2.135 -2.754 -0.802 -2.26 1.26 -0.03
S -0.177 -3.972 0.398 -0.82 1.04 -0.84
C -1.182 -3.875 1.964 -1.17 -1.25 0.51
C -2.710 -3.460 1.608 0.47 0.13 -0.29
O -2.853 -2.098 2.105 -1.12 -0.70 -1.07
C -4.103 -1.531 1.669 -3.56 0.39 1.82
C -4.281 -1.049 0.152 -0.40 0.05 0.63
O -5.033 -1.461 2.519 4.12 -0.18 -3.42
H 2.863 -0.408 2.689 -0.27 -1.68 -0.78
H 2.900 -2.309 2.531 0.99 3.12 -0.36
H 3.586 -1.166 1.186 -1.50 -0.63 1.19
H 1.293 -0.383 0.512 -0.23 -1.22 1.33
H 0.392 -1.146 1.960 1.22 -0.01 -0.79
H 1.899 -1.995 -1.399 0.67 -1.07 0.32
H 0.538 -5.206 0.484 0.09 -0.29 0.97
H -0.758 -3.193 2.780 -0.44 -0.60 -1.16
H -1.242 -4.954 2.380 0.39 1.64 -0.74
H -2.894 -3.486 0.481 0.29 -0.15 1.42
H -3.456 -4.196 2.097 1.26 1.29 -0.55
H -3.583 -0.173 -0.123 -0.88 -1.64 0.72
H -5.369 -0.675 0.069 1.81 -0.69 0.18
H -4.186 -1.913 -0.605 -0.01 1.25 1.40
O -7.269 -4.307 -0.919 0.52 -0.18 -0.10
P -6.113 -3.933 -1.852 0.02 0.93 -1.19
O -4.781 -4.273 -1.172 -0.43 -0.01 0.15
O -6.173 -2.432 -2.150 0.23 0.06 0.76
O -6.230 -4.713 -3.165 0.01 -0.72 0.55
C -3.676 1.385 -2.968 -0.15 -0.50 -0.02
Cl -3.964 -0.347 -2.783 -0.12 0.47 -0.52
Cl -4.254 2.269 -1.546 0.06 0.08 -0.09
Cl -1.953 1.698 -3.238 -0.02 0.02 -0.09
H -4.228 1.737 -3.837 0.14 -0.03 0.19
Ca 1.937 -3.896 2.303 -0.86 -1.04 -0.58
C -0.169 6.215 -0.247 0.01 0.00 -0.01
C 0.270 5.589 -1.565 0.12 0.29 0.23
C -0.289 4.181 -1.777 0.10 0.30 -0.24
C 0.224 3.221 -0.792 -0.11 -0.22 0.09
N 0.623 2.470 -0.016 -0.05 0.16 -0.40
H 0.203 5.648 0.609 -0.06 0.05 -0.04
H 0.222 7.233 -0.166 -0.04 -0.09 0.05
H -1.259 6.265 -0.181 0.05 -0.01 0.03
H 1.364 5.572 -1.610 -0.37 -0.12 -0.05
H -0.072 6.228 -2.385 0.03 -0.19 -0.04
H -0.013 3.839 -2.779 -0.03 -0.15 0.15
H -1.382 4.204 -1.740 0.10 -0.18 0.12
F 0.541 5.873 3.189 0.06 0.15 -0.06
C 0.238 4.669 3.699 -0.21 -0.82 0.37
C -0.321 4.587 4.966 -0.04 0.18 0.07
C -0.640 3.339 5.492 0.14 -0.08 -0.29
C -0.386 2.187 4.750 0.01 -0.02 0.03
C 0.180 2.282 3.482 -0.08 0.19 0.27
C 0.488 3.530 2.951 0.17 0.21 -0.10
H -0.503 5.493 5.531 0.00 -0.03 -0.07
H -1.084 3.264 6.478 0.05 0.05 -0.10
H -0.631 1.214 5.163 -0.01 0.11 -0.04
H 0.381 1.384 2.906 -0.04 0.15 -0.06
H 0.920 3.622 1.962 -0.04 -0.03 0.11
C 4.325 6.318 -0.539 0.24 0.06 0.10
Cl 3.229 5.439 0.533 0.12 -0.01 0.10
Cl 3.582 6.617 -2.116 0.31 0.14 -0.07
H 4.576 7.274 -0.080 -0.17 -0.13 -0.09
H 5.229 5.728 -0.681 -0.22 0.02 -0.04
N 3.297 -6.352 -4.612 0.44 0.36 0.35
C 2.913 -5.537 -3.616 0.06 -0.41 -0.46
C 3.785 -4.741 -2.891 0.17 0.00 0.04
C 5.135 -4.789 -3.209 0.05 -0.01 -0.01
C 5.560 -5.624 -4.233 -0.03 0.10 0.12
C 4.608 -6.379 -4.899 -0.60 -0.09 0.00
H 1.849 -5.537 -3.404 0.03 0.05 0.02
H 3.419 -4.100 -2.100 -0.04 -0.03 -0.08
H 5.850 -4.181 -2.664 -0.04 -0.03 -0.04
H 6.605 -5.687 -4.507 -0.06 -0.02 -0.02
H 4.889 -7.044 -5.709 0.04 0.04 0.04
```
Positions in Å, forces in eV/Å.

E_LUMO: -2.8 eV
HOMO energy: -7.01 eV
HOMO-LUMO gap: 0.1558 Eh
Charge: 0

Mulliken population analysis, charges in e, atoms 1 to 6: C -0.46; C -0.22; B 0.00; O -0.66; S -0.10; C -0.11

Entry 2:
C16H30N2O7 | ωB97M-V with the def2-TZVPD basis set

The geometry in XYZ format:
```
55
Properties=species:S:1:pos:R:3:forces:R:3
C 3.801 -4.792 1.552 3.62 1.40 -3.07
C 2.652 -4.676 2.426 6.04 -10.11 4.47
H 2.147 -5.687 2.381 0.53 0.57 0.91
H 2.994 -4.443 3.439 0.06 -0.34 0.27
O 1.911 -3.811 2.037 -11.29 8.53 -5.59
C 0.877 -4.339 1.162 -0.61 1.51 -1.43
O 0.844 -5.481 0.791 0.12 0.01 0.63
N 0.023 -3.356 0.623 -0.34 -1.55 2.44
C 0.075 -2.057 1.198 -3.01 2.48 1.98
H 0.216 -2.025 2.377 -0.26 -0.23 -2.49
H -1.082 -1.618 0.982 3.38 -0.54 0.68
C 1.176 -1.274 0.537 -0.95 4.50 2.72
O 1.498 0.134 1.395 -4.03 -2.53 -3.29
C 0.391 1.121 0.860 7.02 -0.86 -0.65
C 1.273 1.922 -0.305 -3.22 8.88 15.06
N 0.313 2.960 -0.575 2.79 4.57 2.68
C 0.396 4.215 0.220 -6.55 -4.37 -11.08
O 1.005 4.297 1.148 3.99 2.19 6.65
O -0.595 5.148 -0.541 2.99 -2.57 4.48
C -0.746 6.233 0.385 6.33 5.14 -10.19
C -1.479 6.096 1.481 -10.00 -0.72 5.01
H -1.801 6.945 2.097 0.98 0.49 -0.52
H -1.252 5.376 2.191 1.44 -1.52 1.16
H -2.685 5.713 1.317 2.99 0.79 -0.39
H -0.975 6.989 -0.667 -0.41 -0.91 3.97
H 0.340 6.653 0.626 -2.00 -0.93 -0.24
C -0.399 2.911 -1.691 -6.83 -0.63 -6.56
H -0.736 3.832 -2.448 1.96 -1.69 2.32
H -0.091 2.089 -2.405 0.28 0.99 0.80
C -1.950 2.375 -1.353 1.06 0.29 -4.24
H -2.689 2.623 -2.311 1.66 -0.25 2.56
O -1.867 0.927 -1.295 -0.52 1.91 2.64
C -2.123 0.213 -2.433 9.99 -4.11 2.86
H -2.899 0.460 -2.867 -7.90 2.29 -4.22
C -2.032 -1.308 -2.014 -12.15 4.19 -0.10
O -0.925 -1.722 -1.990 18.12 -3.31 2.04
C -0.489 -3.071 -1.831 -18.46 6.46 2.47
C -1.208 -3.667 -0.146 13.73 -7.76 -5.57
H -2.022 -3.275 -0.049 -8.89 4.68 2.23
H -1.198 -4.879 -0.394 -0.33 3.35 1.04
H -1.259 -3.553 -2.313 -0.95 -1.98 -2.26
H 0.271 -3.476 -1.729 13.68 -4.86 0.97
H -2.661 -1.521 -1.102 0.18 0.59 -0.12
H -2.449 -1.879 -2.769 -3.07 -1.00 -2.34
H -1.197 0.279 -3.167 -1.70 0.16 0.86
H -2.192 2.955 -0.456 -0.60 -1.02 0.15
H 1.407 1.365 -0.977 2.48 -7.76 -10.00
H 2.157 2.474 0.277 -1.46 -1.91 -1.68
H -0.486 0.773 0.409 -1.12 -1.19 -0.33
H 0.285 1.640 1.758 -0.68 1.64 0.89
H 0.953 -0.986 -0.472 0.09 0.05 -0.47
H 2.095 -1.673 0.724 2.28 -1.65 -0.12
H 3.550 -4.990 0.377 0.53 -0.02 3.04
H 4.602 -5.440 1.996 -0.71 0.28 -0.88
H 4.237 -3.716 1.538 -0.24 -1.61 -0.17
```
Positions in Å, forces in eV/Å.

E_LUMO: 0.8 eV
HOMO energy: -8.13 eV
HOMO-LUMO gap: 0.3285 Eh
Charge: 0

Mulliken population analysis, charges in e, atoms 1 to 6: C -1.09; C -0.26; H 0.32; H 0.37; O -0.22; C 0.47

Entry 3:
CH3NO3 | ωB97M-V with the def2-TZVPD basis set

The geometry in XYZ format:
```
8
Properties=species:S:1:pos:R:3:forces:R:3
C -0.938 0.559 0.026 -0.49 1.30 0.29
N 0.311 0.118 -0.208 1.52 -5.12 -0.60
O -1.919 -0.126 0.109 -0.14 -0.45 0.11
O 0.450 -1.653 0.124 0.37 4.11 -0.56
O 1.422 0.726 0.197 -0.11 0.23 0.69
H -0.959 1.665 -0.016 0.04 -0.09 0.12
H -0.487 -1.844 0.231 -0.64 0.06 0.02
H 2.119 0.555 -0.462 -0.54 -0.04 -0.07
```
Positions in Å, forces in eV/Å.

E_LUMO (spin up / spin down): -0.5 / -0.5 eV
HOMO energy (spin up / spin down): -10.33 / -10.33 eV
HOMO-LUMO gap (spin up / spin down): 0.3604 / 0.3604 Eh
Charge: 0

Mulliken population analysis, charges in e, atoms 1 to 6: C 0.18; N 0.10; O -0.52; O -0.48; O -0.31; H 0.32

Entry 4:
C5H8O | ωB97M-V with the def2-TZVPD basis set

The geometry in XYZ format:
```
14
Properties=species:S:1:pos:R:3:forces:R:3
O 1.772 -1.325 0.874 -0.34 0.02 0.28
C 0.917 -0.757 -0.114 -0.30 0.32 -0.28
C -0.567 -0.993 0.126 -0.87 1.52 -2.06
C -1.370 0.592 -0.025 0.25 -0.15 1.19
C -0.125 1.421 -0.090 0.34 -0.22 0.30
C 1.024 0.747 -0.150 -0.21 0.28 0.02
H 1.319 -1.189 1.717 0.13 -0.05 0.00
H 1.290 -1.193 -1.056 -0.11 0.10 0.23
H -1.079 -0.595 -0.795 1.12 -1.37 -1.78
H -0.973 -1.975 -0.124 -0.43 0.06 1.12
H -2.017 0.860 -0.917 0.58 -0.93 0.66
H -2.000 0.688 0.841 -0.10 0.47 0.43
H -0.191 2.504 -0.107 -0.02 -0.12 -0.02
H 2.001 1.214 -0.182 -0.05 0.04 -0.09
```
Positions in Å, forces in eV/Å.

E_LUMO: 0.9 eV
HOMO energy: -8.81 eV
HOMO-LUMO gap: 0.3587 Eh
Charge: 0

Mulliken population analysis, charges in e, atoms 1 to 6: O -0.57; C 0.17; C -0.80; C -0.54; C -0.25; C -0.58

Energy above the lowest of the compared OMol25 structures with the same formula, charge and spin list, top to bottom, in kJ/mol: 163.0, 1859.7, 323.9, 406.5